Computed, not measured: a structure of composition C30H51AgN2O8, with the ωB97M-V functional and the def2-TZVPD basis.

Positions of all 92 atoms, in Å:
Ag1 0.17 -0.08 0.80
C1 5.83 1.26 -0.13
C2 6.45 1.45 1.20
C3 5.44 1.55 2.46
O1 5.98 1.54 3.60
C4 4.04 1.58 2.19
C5 3.57 1.52 0.92
C6 4.49 1.32 -0.29
O2 4.11 1.11 -1.52
O3 2.26 1.61 0.79
O4 7.64 1.59 1.55
H1 6.46 1.03 -0.98
H2 3.42 1.86 3.03
C7 0.88 1.38 -3.19
C8 0.30 0.03 -3.65
C9 0.49 0.04 -5.18
C10 0.20 -1.32 -5.87
C11 1.02 -2.40 -5.19
C12 0.88 -2.48 -3.62
N1 1.01 -1.13 -3.05
O5 1.33 -1.02 -1.60
C13 1.99 -3.48 -3.13
C14 -0.52 -3.05 -3.33
C15 -1.27 -0.02 -3.42
H3 1.96 1.29 -3.21
H4 0.57 1.74 -2.21
H5 0.74 2.20 -3.90
H6 1.53 0.25 -5.44
H7 -0.17 0.78 -5.63
H8 0.41 -1.23 -6.94
H9 -0.85 -1.60 -5.73
H10 2.05 -2.43 -5.56
H11 0.66 -3.31 -5.66
H12 1.70 -4.51 -3.34
H13 2.27 -3.35 -2.08
H14 2.94 -3.45 -3.65
H15 -0.93 -2.78 -2.36
H16 -0.52 -4.14 -3.34
H17 -1.33 -2.74 -3.99
H18 -1.39 -0.26 -2.36
H19 -1.88 -0.73 -3.97
H20 -1.69 0.98 -3.53
C16 -1.98 0.02 2.97
C17 -2.49 1.35 2.43
C18 -2.01 2.44 3.48
C19 -2.19 3.83 3.02
C20 -1.64 4.07 1.59
C21 -2.02 3.05 0.54
N2 -1.93 1.67 1.06
O6 -2.17 0.66 0.07
C22 -3.43 3.42 0.13
C23 -0.97 3.24 -0.59
C24 -4.04 1.32 2.51
H21 -2.16 -0.84 2.33
H22 -2.46 -0.34 3.89
H23 -0.91 0.06 3.15
H24 -2.51 2.36 4.45
H25 -0.95 2.30 3.70
H26 -1.72 4.52 3.72
H27 -3.21 4.20 3.09
H28 -0.55 4.12 1.63
H29 -2.07 5.04 1.34
H30 -3.87 2.47 -0.19
H31 -4.06 3.87 0.89
H32 -3.39 4.17 -0.66
H33 -0.03 2.83 -0.23
H34 -1.33 2.64 -1.42
H35 -0.88 4.31 -0.74
H36 -4.34 0.40 2.02
H37 -4.47 2.19 2.01
H38 -4.38 1.27 3.54
H39 -3.12 0.80 0.04
C25 0.42 -2.23 4.51
C26 1.51 -1.31 3.94
O7 1.66 -1.08 2.74
C27 2.25 -0.51 5.05
H40 0.52 -3.20 4.01
H41 -0.49 -1.83 4.08
H42 0.38 -2.36 5.59
H43 2.93 -1.16 5.61
H44 1.45 -0.14 5.69
H45 2.90 0.23 4.57
C28 -0.28 -4.37 0.09
C29 -1.21 -3.36 0.70
O8 -0.85 -2.38 1.35
C30 -2.71 -3.59 0.65
H46 -0.85 -5.12 -0.45
H47 0.24 -4.82 0.94
H48 0.51 -3.90 -0.50
H49 -3.24 -3.86 -0.27
H50 -3.21 -2.72 1.06
H51 -2.88 -4.38 1.39

The value obtained for the calculated total energy is -55288.6471 eV. The calculation puts the HOMO-LUMO gap at 0.12682 hartree. The HOMO energy is 0.001 Eh. Its LUMO energy is 0.1278 Ha. Its charge is -2. Its maximum force is 5.24 eV/Å.

Here is what Mulliken gives for the atomic charges, in e: number 1, Ag, carries 1.59; number 2, C, carries -0.62; number 3, C, carries 0.35; number 4, C, carries 0.36; number 5, O, carries -0.78; number 6, C, carries -0.26; number 7, C, carries -0.12; number 8, C, carries 0.20; number 9, O, carries -0.73; number 10, O, carries -0.60; number 11, O, carries -0.74; number 12, H, carries 0.39; number 13, H, carries 0.41; number 14, C, carries -1.66; number 15, C, carries 1.63; number 16, C, carries -1.37; number 17, C, carries -0.72; number 18, C, carries -1.45; number 19, C, carries 1.89; number 20, N, carries 0.34; number 21, O, carries -0.67; number 22, C, carries -1.99; number 23, C, carries -1.47; number 24, C, carries -1.49; number 25, H, carries 0.40; number 26, H, carries 0.08; number 27, H, carries 0.44; number 28, H, carries 0.44; number 29, H, carries 0.42; number 30, H, carries 0.41; number 31, H, carries 0.29; number 32, H, carries 0.46; number 33, H, carries 0.39; number 34, H, carries 0.49; number 35, H, carries 0.22; number 36, H, carries 0.40; number 37, H, carries -0.13; number 38, H, carries 0.54; number 39, H, carries 0.32; number 40, H, carries -0.12; number 41, H, carries 0.23; number 42, H, carries 0.51; number 43, C, carries -2.27; number 44, C, carries 1.95; number 45, C, carries -1.25; number 46, C, carries -0.85; number 47, C, carries -1.38; number 48, C, carries 1.54; number 49, N, carries 0.70; number 50, O, carries 0.12; number 51, C, carries -1.88; number 52, C, carries -1.73; number 53, C, carries -1.78; number 54, H, carries 0.04; number 55, H, carries 0.56; number 56, H, carries 0.13; number 57, H, carries 0.47; number 58, H, carries 0.39; number 59, H, carries 0.44; number 60, H, carries 0.36; number 61, H, carries 0.49; number 62, H, carries 0.39; number 63, H, carries 0.15; number 64, H, carries 0.42; number 65, H, carries 0.49; number 66, H, carries 0.22; number 67, H, carries 0.36; number 68, H, carries 0.40; number 69, H, carries 0.42; number 70, H, carries 0.31; number 71, H, carries 0.40; number 72, H, carries 0.19; number 73, C, carries -0.82; number 74, C, carries 0.82; number 75, O, carries -0.57; number 76, C, carries -1.10; number 77, H, carries 0.28; number 78, H, carries 0.14; number 79, H, carries 0.36; number 80, H, carries 0.37; number 81, H, carries 0.35; number 82, H, carries 0.15; number 83, C, carries -0.97; number 84, C, carries 0.64; number 85, O, carries -0.22; number 86, C, carries -1.17; number 87, H, carries 0.34; number 88, H, carries 0.48; number 89, H, carries -0.05; number 90, H, carries 0.37; number 91, H, carries 0.13; number 92, H, carries 0.40